This record from OMol25 describes a molecular structure, C36H25Br2F5N3O3SY. The level of theory is wB97M-V/def2-TZVPD.

Last column: Mulliken charge in e.
CARTESIAN COORDINATES (ANGSTROEM)
Y 0.627373 -2.593976 0.158472  0.992
F 1.732957 -4.803817 6.923727  -0.301
C 1.842093 -4.763908 5.594729  0.484
C 1.236155 -3.750364 4.873073  -0.194
F 0.535485 -2.802080 5.497198  -0.291
C 1.367850 -3.741343 3.499579  0.068
F 0.749154 -2.734996 2.825951  0.360
C 2.079352 -4.689172 2.777119  0.310
S 2.237140 -4.619825 1.027294  -0.478
C 2.672403 -5.694105 3.539205  0.032
F 3.378032 -6.656669 2.944790  -0.319
C 2.560603 -5.737684 4.919569  0.184
F 3.143997 -6.718286 5.609862  -0.286
C -3.117200 -1.285930 -1.044651  -1.457
C -2.074785 -1.246103 -2.119101  0.823
C -2.407143 -0.544356 -3.306279  -0.760
C -1.532818 -0.490800 -4.346272  -1.045
C -0.305756 -1.180977 -4.246799  1.176
C 0.672515 -1.238161 -5.273032  -0.113
Br 0.397133 -0.313367 -6.902566  -0.228
C 1.821444 -1.950916 -5.101189  -0.381
C 2.055369 -2.649737 -3.903540  -0.059
Br 3.661722 -3.607602 -3.709323  -0.155
C 1.142721 -2.638260 -2.868519  0.846
O 1.303337 -3.259464 -1.738645  -0.955
C -0.054180 -1.864082 -3.042160  -0.363
N -0.911241 -1.852085 -1.970176  -0.054
H -4.103089 -1.331741 -1.506383  0.629
H -3.084055 -0.374900 -0.441984  0.065
H -2.987702 -2.130861 -0.377173  0.247
H -3.369711 -0.055156 -3.365326  0.460
H -1.772455 0.048884 -5.252090  0.370
H 2.567423 -1.991091 -5.882258  0.436
C -1.947017 5.546283 -2.121494  -1.535
C -1.074191 5.027422 -1.015495  0.801
C -0.079435 5.837252 -0.480414  -0.817
C 0.748457 5.383471 0.533078  -0.858
C 0.562709 4.114190 1.050492  -0.572
C -0.435051 3.294651 0.535795  -0.741
N -0.588439 1.989388 1.069305  0.279
C -1.724601 1.536262 1.681539  0.819
C -2.721526 2.432609 2.111441  -0.951
C -3.866401 1.975083 2.723714  -0.557
C -4.087136 0.613983 2.933601  -0.973
C -3.131881 -0.277815 2.503004  -0.220
C -1.954290 0.153393 1.882731  -0.161
C -1.029471 -0.872071 1.375345  1.950
O 0.152432 -0.542130 0.996788  -1.282
O -1.392783 -2.079544 1.260555  -0.955
C -1.244419 3.725873 -0.525971  1.408
C -2.256638 2.806165 -1.148691  -1.036
H -1.734076 6.595024 -2.323829  0.393
H -3.006111 5.462233 -1.868757  0.315
H -1.799538 4.993948 -3.052395  0.328
H 0.046504 6.839809 -0.871694  0.362
H 1.524727 6.023836 0.931122  0.414
H 1.170582 3.744834 1.866607  0.537
H 0.145318 1.308250 0.941202  0.245
H -2.572044 3.494530 1.970979  0.484
H -4.603406 2.697592 3.052988  0.409
H -4.987093 0.265911 3.420610  0.420
H -3.267724 -1.343535 2.630369  0.510
H -3.260596 2.950602 -0.740326  0.351
H -1.985486 1.764466 -0.980056  -0.304
H -2.315817 2.970014 -2.224730  0.575
C 4.468738 0.970313 -0.192115  -0.323
C 3.331974 1.007948 -0.985735  -0.892
C 2.454147 -0.058850 -0.925431  0.138
N 2.657807 -1.119432 -0.137997  0.267
C 3.755736 -1.154478 0.617030  -0.292
C 4.687512 -0.129366 0.618853  -0.786
H 5.177881 1.787541 -0.209127  0.406
H 3.118682 1.843890 -1.636632  0.499
H 1.551047 -0.066398 -1.527318  0.442
H 3.883859 -2.046003 1.219986  0.420
H 5.562939 -0.204208 1.247968  0.438

Forces on atoms 1 to 2 (eV/Å):
Y 0.315 -0.250 0.096
F 0.004 0.000 -0.027

Summary:
* M: 923.4 g/mol
* energy above the lowest of the compared OMol25 structures with the same formula, charge and spin: 17.1 kJ/mol
* 2S+1: 1
* E_LUMO: -0.316 eV
* electronic energy: -213907.9017 eV
* Kohn-Sham gap: 7.6404 eV

=====

This record from OMol25 describes 2 unconnected molecules or ions with the total composition C2H4Cl2S. The level of theory is wB97M-V/def2-TZVPD.

Last column: Mulliken charge in e.
CARTESIAN COORDINATES (ANGSTROEM)
C 1.544503 -0.599460 -0.156546  -0.420
C -1.658898 0.002887 0.522499  -0.043
S -2.257199 1.428701 -0.157008  -0.054
Cl 1.554500 1.168544 -0.208114  -0.189
Cl -2.451716 -1.388395 -0.035470  -0.098
H 2.339882 -0.964303 -0.803078  0.292
H 0.573956 -0.943186 -0.498218  0.097
H 1.715404 -0.908810 0.868336  0.242
H -1.360433 2.204022 0.467601  0.172

Forces on atoms 1 to 2 (eV/Å):
C 0.092 -0.251 -0.059
C 0.420 0.531 0.323

Summary:
* M: 131.0 g/mol
* energy above the lowest of the compared OMol25 structures with the same formula, charge and spin: 254.1 kJ/mol
* 2S+1: 1
* E_LUMO: -0.410 eV
* electronic energy: -38016.3899 eV
* Kohn-Sham gap: 8.5277 eV

=====

This record from OMol25 describes 2 unconnected molecules or ions with the total composition C4H10FNO3S in a non-equilibrium geometry. The level of theory is wB97M-V/def2-TZVPD.

Last column: Mulliken charge in e.
CARTESIAN COORDINATES (ANGSTROEM)
C 0.710923 -2.909148 0.892098  -1.134
C -0.480602 2.151534 0.613349  -0.478
C -0.591300 1.349282 -0.750045  0.028
C -1.125294 -0.815587 0.045327  -0.256
N 0.473693 1.164762 -1.459011  -0.257
O 1.267877 -0.321204 0.712322  -0.656
O 1.017358 -1.627904 -1.390394  -0.679
O -0.041733 3.426667 0.223519  -0.517
F -2.044418 -1.541968 -0.702008  -0.317
S 0.559026 -1.381954 -0.024907  1.195
H 0.014334 -3.570029 0.468467  0.408
H 1.697324 -3.300312 0.939873  0.359
H 0.108723 -2.637763 1.777706  0.334
H -1.417872 2.182615 1.218731  0.330
H 0.212076 1.599314 1.283614  0.245
H -1.443119 1.638283 -1.395583  0.341
H -1.413574 -0.826657 1.174886  0.291
H 0.252651 0.753909 -2.321274  0.214
H 1.389317 1.282472 -1.140281  0.213
H 0.854609 3.383687 -0.166392  0.338

Forces on atoms 1 to 2 (eV/Å):
C -1.918 1.796 0.590
C 0.332 -1.929 -0.701

Summary:
* M: 171.2 g/mol
* energy above the lowest of the compared OMol25 structures with the same formula, charge and spin: 293.7 kJ/mol
* 2S+1: 1
* E_LUMO: 0.689 eV
* electronic energy: -25491.4261 eV
* Kohn-Sham gap: 8.9674 eV

=====

This record from OMol25 describes a molecular structure, C31H33MgN7OS2. The level of theory is wB97M-V/def2-TZVPD.

Last column: Mulliken charge in e.
CARTESIAN COORDINATES (ANGSTROEM)
Mg -0.190925 1.417894 -0.002882  0.460
C -1.784455 3.377796 -3.600501  -2.086
C -0.941270 2.808102 -2.507306  1.100
N -1.268213 2.792817 -1.271920  0.203
N -2.448512 3.342573 -0.867118  -0.401
C -2.754419 3.346663 0.469760  0.688
N -3.839918 4.050768 0.780001  -0.402
S -1.850963 2.522913 1.625603  -0.469
C 0.400312 2.203984 -2.793134  0.464
C 1.042486 2.405330 -3.995090  -0.889
C 2.309664 1.860640 -4.173615  -0.667
C 2.879333 1.130214 -3.151579  -0.738
C 2.166789 0.970506 -1.971273  0.144
N 0.954849 1.495122 -1.787365  0.183
H -2.841654 3.175852 -3.423651  0.536
H -1.530666 2.938919 -4.561532  0.485
H -1.646812 4.459699 -3.679248  0.381
H -3.013299 3.857496 -1.527712  0.270
H -4.339370 4.620722 0.117409  0.191
H -4.135847 4.074235 1.742265  0.237
H 0.582938 2.985322 -4.782393  0.386
H 2.839939 2.014467 -5.104298  0.449
H 3.860357 0.688878 -3.255812  0.495
H 2.570427 0.398168 -1.141870  0.084
N -1.214029 -0.273945 -0.500904  -0.299
S -2.556943 -0.807407 0.212866  0.291
C -2.227939 -2.407762 0.910937  0.539
C -2.192676 -3.564019 0.139180  -0.387
C -1.849967 -4.761345 0.747172  -0.715
C -1.544405 -4.794455 2.105063  -0.519
C -1.589370 -3.634056 2.865607  -0.593
C -1.936486 -2.428733 2.268689  -0.562
C -3.738303 -1.217610 -1.061855  0.398
C -4.920044 -1.865230 -0.713181  -0.317
C -5.853775 -2.131348 -1.700209  -0.686
C -5.608688 -1.752797 -3.016954  -0.499
C -4.432200 -1.100237 -3.348067  -0.690
C -3.485784 -0.825049 -2.365497  -0.258
H -0.835248 -1.007848 -1.098127  0.253
H -2.448618 -3.539774 -0.913754  0.453
H -1.833879 -5.672945 0.164504  0.440
H -1.287967 -5.735217 2.574173  0.437
H -1.369692 -3.667308 3.924310  0.457
H -1.994733 -1.518338 2.854779  0.515
H -5.110754 -2.159648 0.312428  0.469
H -6.775810 -2.635665 -1.442955  0.416
H -6.339567 -1.970153 -3.784383  0.412
H -4.246671 -0.805119 -4.372659  0.426
H -2.562807 -0.313719 -2.606729  0.310
C 4.807720 -0.346587 3.733372  -1.031
N 3.961760 0.668594 3.110923  -0.097
N 2.937429 0.343462 2.247838  0.657
C 2.176440 1.457808 2.038973  0.607
O 1.218170 1.443071 1.215431  -0.067
C 2.713802 2.483569 2.834251  -1.491
C 3.800787 1.947977 3.490672  0.922
C 4.704155 2.565094 4.501688  -1.548
C 2.964469 -0.807762 1.403762  -0.783
C 4.105896 -1.121313 0.677783  0.255
C 4.091523 -2.225795 -0.162045  -0.801
C 2.934854 -2.986839 -0.295245  -0.671
C 1.795794 -2.651918 0.426448  -0.394
C 1.809115 -1.563817 1.287397  0.107
H 4.398110 -1.328445 3.518191  0.365
H 4.811182 -0.197692 4.810300  0.406
H 5.825499 -0.291271 3.352106  0.348
H 2.338358 3.488632 2.910008  0.448
H 4.481893 3.624286 4.594222  0.374
H 5.750282 2.450923 4.216838  0.348
H 4.571282 2.103088 5.481700  0.348
H 4.995655 -0.510524 0.768917  0.510
H 4.982807 -2.486651 -0.716757  0.441
H 2.927123 -3.847494 -0.950678  0.492
H 0.896887 -3.251665 0.341191  0.290
H 0.934593 -1.308085 1.871541  0.567

Forces on atoms 1 to 2 (eV/Å):
Mg -0.360 -0.052 0.190
C 0.025 0.031 -0.037

Summary:
* M: 608.1 g/mol
* energy above the lowest of the compared OMol25 structures with the same formula, charge and spin: 0.0 kJ/mol
* 2S+1: 1
* charge: +2
* E_LUMO: -5.498 eV
* electronic energy: -72266.9949 eV
* Kohn-Sham gap: 7.9599 eV

=====

This record from OMol25 describes a molecular structure, C10H21ClF3MoO5P2S in a non-equilibrium geometry. The level of theory is wB97M-V/def2-TZVPD.

Last column: Mulliken spin population.
CARTESIAN COORDINATES (ANGSTROEM)
C 0.233211 -0.940905 -4.152296  -0.011
C 0.159102 0.412576 -3.461603  0.009
H 1.222159 -1.119393 -4.617642  0.000
H -0.550693 -0.887036 -4.944107  0.001
H -0.000430 -1.843027 -3.553091  0.001
O 1.047073 0.919117 -2.767400  -0.016
Cl -1.482883 0.949597 -3.192636  -0.018
Mo 0.213281 -0.211624 0.663145  2.318
P -0.314198 2.425002 -0.209129  -0.285
C 1.229563 3.080976 0.559135  -0.029
C -0.634905 3.648053 -1.570257  -0.031
H -0.700472 4.680668 -1.161507  -0.016
H -1.732562 4.064164 1.022745  -0.027
H -1.580976 3.422043 -2.090353  0.001
H -2.582459 2.497161 0.595880  -0.001
H 2.067728 2.742532 -0.077528  -0.002
H 0.185723 3.608927 -2.315225  0.002
C -1.644041 2.953713 0.982181  -0.038
H 1.200539 4.194005 0.590584  -0.018
H -1.432240 2.517137 1.984965  0.006
H 1.352623 2.669718 1.580691  -0.003
P -0.066226 -2.394515 -0.458346  -0.072
C 1.350876 -3.232564 0.362453  0.029
C -1.523209 -2.963082 0.557474  0.006
H -1.124692 -3.073548 -2.557982  0.001
H -0.284296 -4.475466 -1.813844  0.000
H 0.686106 -3.211811 -2.619872  -0.001
C -0.216268 -3.382673 -1.998421  0.000
H -2.320574 -2.198710 0.473418  0.000
H -1.879106 -3.931538 0.139864  0.000
H 1.203271 -4.330519 0.326189  0.007
H 1.443741 -2.875940 1.405121  0.003
H -1.247686 -3.072395 1.628331  0.000
H 2.254153 -2.951845 -0.204544  -0.006
C 2.082756 0.080921 0.543924  -0.115
O 3.208439 0.239677 0.801159  0.234
F 0.894213 0.385330 5.370723  0.001
C 0.178265 0.876156 4.315321  0.016
F -0.985882 1.400053 4.738105  0.002
F 0.897500 1.863732 3.690010  0.001
S -0.118804 -0.519827 3.098456  -0.027
O 1.205973 -0.852813 2.527180  -0.025
O -0.925943 -1.528274 3.692980  0.001
O -0.967756 0.366233 2.115763  0.101

Forces on atoms 1 to 2 (eV/Å):
C -0.258 0.631 -1.948
C 2.333 -1.130 3.367

Summary:
* M: 503.7 g/mol
* 2S+1: 3
* charge: +3
* E_LUMO (spin up / spin down): -15.090 / -14.121 eV
* electronic energy: -72856.6703 eV
* Kohn-Sham gap (spin up / spin down): 5.0015 / 6.0525 eV

=====

This record from OMol25 describes a molecular structure, C7H10ClLuN in a non-equilibrium geometry. The level of theory is wB97M-V/def2-TZVPD.

Last column: Mulliken charge in e.
CARTESIAN COORDINATES (ANGSTROEM)
C -0.438989 0.989127 -1.328242  -0.327
C 0.968704 1.165878 -1.120624  -0.517
C 1.146079 2.070248 -0.025231  -0.636
C -0.151020 2.458358 0.439839  -0.576
C -1.131613 1.780262 -0.353102  -0.459
Lu 0.002314 -0.122722 0.850706  0.889
N -1.575707 -1.323500 0.407691  -0.517
C -0.277155 -2.287661 0.136962  -0.279
C 1.143361 -1.847437 0.083526  -0.825
H 2.098551 2.458333 0.336127  0.386
H 1.765573 0.732962 -1.726799  0.431
H -0.355388 3.181451 1.227818  0.382
H -2.212245 1.898231 -0.277265  0.377
H -0.902611 0.402116 -2.120931  0.324
H 1.517241 -1.798681 -0.940359  0.119
H -0.367508 -3.120420 0.871739  0.306
H -2.438154 -1.864341 0.425684  0.089
H 1.778898 -2.445423 0.738355  0.289
H -0.524124 -2.734769 -0.853041  0.242
Cl -0.046209 0.407987 3.227148  -0.699

Forces on atoms 1 to 2 (eV/Å):
C 0.513 1.035 -0.051
C -0.631 0.645 -0.135

Summary:
* M: 318.6 g/mol
* energy above the lowest of the compared OMol25 structures with the same formula, charge and spin: 0.0 kJ/mol
* 2S+1: 1
* charge: -1
* E_LUMO: 3.753 eV
* electronic energy: -55056.3233 eV
* Kohn-Sham gap: 7.5679 eV